Below is a gas-phase ion, C6H9N2S (charge +1) in a non-equilibrium geometry, with properties calculated with ωB97M-V/def2-TZVPD.

Structure (XYZ):
```
18
Properties=species:S:1:pos:R:3:forces:R:3
C -0.9096 0.7252 0.1258 1.4 -0.7 -1.4
C -1.9804 -0.1115 0.1782 1.9 -0.9 -0.4
C 0.8558 -1.0418 -0.7462 -1.5 -0.6 3.0
C 3.1723 0.4396 -0.0797 0.3 1.5 2.6
C 0.4371 0.2692 -0.2984 -0.7 1.1 0.2
C -3.3010 0.2881 0.5782 0.6 0.3 2.4
N 2.9091 -0.8749 0.5637 0.7 0.7 0.5
N 1.9307 -1.5169 0.3873 -0.7 -0.8 -0.6
S 1.6332 1.4651 -0.0422 0.4 -1.0 -0.4
H -0.9087 1.8261 0.1683 -0.7 -0.6 0.8
H -1.8569 -1.1558 -0.1937 0.1 0.8 0.6
H 0.0628 -1.8332 -0.6523 0.9 0.9 -0.5
H 1.4457 -1.0708 -1.6079 0.7 0.0 -1.5
H 3.9590 1.0335 0.6157 -1.8 -1.4 -1.9
H 3.5558 0.2002 -1.0427 0.4 0.2 -0.9
H -3.5751 0.3862 1.6499 0.8 -0.5 -0.3
H -3.4013 1.2425 0.2424 -0.6 3.1 -1.0
H -4.0286 -0.2708 0.1536 -2.2 -2.0 -1.3
```
Positions in Å, forces in eV/Å.

ΔE to the lowest compared entry with this formula, charge and spin: 3.306 eV
Kohn-Sham gap (alpha / beta): 0.279 / 0.279 hartree
total charge: +1
HOMO (alpha / beta): -13.4 / -13.4 eV
DFT total energy: -741.33952 hartree